This record from OMol25 describes the ion C2H4N4P2 with charge +2 in a non-equilibrium geometry. The level of theory is ωB97M-V/def2-TZVPD.

Calculated values
Charge: +2
Energy in Eh: -979.51851

Last columns: bonded neighbours and bond lengths (Å).
Cartesian coordinates (Å):
1 P 2.98 -1.61 -0.22  N5 1.544, N6 1.650
2 P 3.40 1.36 0.37  N4 1.633, N5 1.587
3 N -0.27 0.79 0.11  C7 1.274, C8 1.482, H9 1.009
4 N 1.93 1.51 -0.33  P2 1.633, C8 1.250
5 N 3.53 -0.19 0.06  P1 1.544, P2 1.587
6 N 1.36 -1.53 0.06  P1 1.650, H10 1.013
7 C -0.18 -0.35 0.67  N3 1.274, H12 1.100
8 C 0.76 1.41 -0.76  N3 1.482, N4 1.250, H11 1.044
9 H -1.13 1.21 0.45  N3 1.009
10 H 0.90 -2.40 -0.17  N6 1.013
11 H 0.56 1.90 -1.66  C8 1.044
12 H -0.65 -0.69 1.60  C7 1.100